Record 1
Formula: C4H7NO
Source: OMol25
Level of theory: ωB97M-V/def2-TZVPD

Structure (XYZ):
```
13
Properties=species:S:1:pos:R:3
C -0.881 -1.339 -0.565
N -0.564 0.388 -0.245
C 0.250 0.150 -1.289
C -0.227 0.739 0.990
C 1.091 1.149 1.403
O 1.391 1.470 2.542
H -1.323 -1.568 -1.533
H -1.643 -1.392 0.212
H -0.041 -1.987 -0.313
H 1.323 0.355 -1.255
H -0.205 0.058 -2.268
H -1.030 0.770 1.722
H 1.860 1.207 0.599
```

Summary:
Kohn-Sham gap (alpha / beta) = 7.573 / 7.572 eV
largest force on an atom = 0.5 eV/Å
relative energy (zero: lowest compared OMol25 entry of this formula, charge and spin) = 521.5 kJ/mol
E_LUMO (alpha / beta) = -0.2 / -0.2 eV
energy = -286.4330 Ha
spin multiplicity = 1

***

Record 2
Formula: C4H7NO
Source: OMol25
Level of theory: ωB97M-V/def2-TZVPD

Structure (XYZ):
```
13
Properties=species:S:1:pos:R:3
C 1.858 0.315 -0.409
N 0.412 0.310 -0.623
C -0.996 0.910 0.703
C -0.417 -0.466 0.176
C -1.527 -1.238 -0.455
O -2.078 -2.157 0.101
H 2.264 1.176 -0.947
H 2.387 -0.568 -0.824
H 2.128 0.375 0.649
H -0.946 1.067 1.792
H -1.279 1.846 0.219
H 0.080 -0.997 1.008
H -1.874 -0.798 -1.413
```

Summary:
Kohn-Sham gap (alpha / beta) = 8.636 / 8.704 eV
largest force on an atom = 1.9 eV/Å
relative energy (zero: lowest compared OMol25 entry of this formula, charge and spin) = 476.5 kJ/mol
E_LUMO (alpha / beta) = -0.2 / -0.1 eV
energy = -286.4502 Ha
spin multiplicity = 1

***

Q: What is the spin multiplicity in the first record?
A: 1

***

What did the second record say?
Formula: C4H7NO
Source: OMol25
Level of theory: ωB97M-V/def2-TZVPD

Structure (XYZ):
```
13
Properties=species:S:1:pos:R:3
C 1.858 0.315 -0.409
N 0.412 0.310 -0.623
C -0.996 0.910 0.703
C -0.417 -0.466 0.176
C -1.527 -1.238 -0.455
O -2.078 -2.157 0.101
H 2.264 1.176 -0.947
H 2.387 -0.568 -0.824
H 2.128 0.375 0.649
H -0.946 1.067 1.792
H -1.279 1.846 0.219
H 0.080 -0.997 1.008
H -1.874 -0.798 -1.413
```

Summary:
Kohn-Sham gap (alpha / beta) = 8.636 / 8.704 eV
largest force on an atom = 1.9 eV/Å
relative energy (zero: lowest compared OMol25 entry of this formula, charge and spin) = 476.5 kJ/mol
E_LUMO (alpha / beta) = -0.2 / -0.1 eV
energy = -286.4502 Ha
spin multiplicity = 1

***

What did the second record say?
Formula: C4H7NO
Source: OMol25
Level of theory: ωB97M-V/def2-TZVPD

Structure (XYZ):
```
13
Properties=species:S:1:pos:R:3
C 1.858 0.315 -0.409
N 0.412 0.310 -0.623
C -0.996 0.910 0.703
C -0.417 -0.466 0.176
C -1.527 -1.238 -0.455
O -2.078 -2.157 0.101
H 2.264 1.176 -0.947
H 2.387 -0.568 -0.824
H 2.128 0.375 0.649
H -0.946 1.067 1.792
H -1.279 1.846 0.219
H 0.080 -0.997 1.008
H -1.874 -0.798 -1.413
```

Summary:
Kohn-Sham gap (alpha / beta) = 8.636 / 8.704 eV
largest force on an atom = 1.9 eV/Å
relative energy (zero: lowest compared OMol25 entry of this formula, charge and spin) = 476.5 kJ/mol
E_LUMO (alpha / beta) = -0.2 / -0.1 eV
energy = -286.4502 Ha
spin multiplicity = 1

***

Q: The highest relative energy (zero: lowest compared OMol25 entry of this formula, charge and spin) belongs to which entry?
A: number 1